{
  "formula": "C5H13NS",
  "method": "the ωB97M-V functional and the def2-TZVPD basis",
  "elements": ["C", "N", "C", "H", "H", "H", "H", "H", "C", "H", "C", "H", "H", "H", "H", "H", "C", "S", "H", "H"],
  "xyz": [[0.374, 1.234, 0.778], [-2.211, 0.588, 0.342], [1.375, 0.215, 0.375], [-3.354, -0.890, -0.781], [-0.042, -0.772, -0.902], [-3.001, 1.309, 0.188], [0.211, -1.611, 0.427], [-0.304, 0.867, 1.680], [2.249, 0.897, -0.748], [1.441, -1.713, -0.760], [-2.770, -0.828, 0.126], [2.559, 1.812, -0.308], [0.839, 2.123, 1.136], [-1.767, -1.349, -0.010], [-3.313, -1.324, 0.946], [2.007, -0.247, 1.186], [0.744, -1.059, -0.323], [-0.839, 1.642, -0.516], [1.748, 0.990, -1.659], [3.104, 0.415, -0.971]],
  "mulliken_charge": [-1.058, -0.450, 0.684, 0.266, 0.493, 0.227, 0.385, 0.330, -1.719, 0.480, -0.447, 0.422, 0.541, 0.066, 0.258, 0.329, -1.740, -0.021, 0.442, 0.512],
  "total_energy_ev": -17718.51313,
  "smiles": "CNSCC(C)C",
  "lumo_ev": 0.7,
  "gap_ev": 9.26,
  "de_lowest_kcal_mol": 63.1,
  "fmax_ev_per_a": 3.92
}

{
  "formula": "C24H19Cl5GeOPPtS",
  "method": "the ωB97M-V functional and the def2-TZVPD basis",
  "elements": ["H", "C", "C", "H", "C", "C", "H", "Cl", "Ge", "H", "C", "C", "C", "Cl", "C", "H", "C", "H", "H", "C", "C", "C", "H", "H", "Pt", "H", "H", "H", "H", "H", "Cl", "H", "C", "Cl", "S", "C", "H", "H", "Cl", "C", "C", "C", "C", "C", "C", "C", "C", "H", "C", "H", "O", "C", "P"],
  "xyz": [[1.480, 0.079, 5.167], [4.581, 0.053, 3.756], [-2.884, 1.192, -2.923], [0.015, 2.930, 1.341], [1.045, 0.759, -7.190], [2.239, 0.070, 4.397], [-3.058, 1.030, 0.842], [5.458, 0.002, 1.250], [0.258, -2.584, 0.096], [5.629, 0.045, 4.021], [-4.682, -0.354, -2.504], [0.270, 4.261, -0.329], [0.374, 4.397, -1.712], [0.175, 0.054, 2.724], [-0.015, 1.908, -0.555], [3.888, 0.082, 5.776], [1.895, 0.059, 3.080], [-4.952, 1.717, -3.024], [-1.508, -0.386, -5.286], [0.284, 3.289, -2.531], [-0.166, 0.152, -6.862], [-1.967, 0.154, -2.706], [-3.027, -0.434, 1.349], [0.332, 3.395, -3.607], [-0.056, -0.042, 0.180], [-4.122, -2.376, -2.052], [1.358, 0.796, -8.225], [-1.709, -1.936, -2.253], [2.133, 1.631, -4.110], [-0.791, -0.264, -7.640], [1.880, -3.238, 1.283], [-2.543, 2.188, -3.178], [0.077, 3.015, 0.263], [0.385, -3.477, -1.816], [2.458, 0.075, 0.390], [-2.413, -1.128, -2.388], [0.508, 5.379, -2.146], [0.352, 5.138, 0.302], [-1.574, -3.121, 1.063], [4.220, 0.043, 2.421], [-3.775, -1.379, -2.288], [0.061, 2.028, -1.951], [2.846, 0.055, 2.024], [1.482, 1.239, -4.882], [-0.567, 0.083, -5.545], [3.602, 0.070, 4.732], [0.241, 0.657, -4.544], [2.808, 1.761, -6.474], [1.866, 1.303, -6.204], [-5.744, -0.547, -2.424], [-2.503, 0.242, 0.902], [-4.238, 0.927, -2.832], [-0.216, 0.531, -2.863]],
  "mulliken_spin": [0.004, -0.054, 0.055, 0.007, 0.104, -0.001, 0.000, 0.039, 0.302, 0.003, 0.014, 0.061, -0.019, 0.154, 0.620, 0.006, 0.070, 0.001, 0.005, 0.062, -0.023, 0.027, -0.003, 0.004, 1.379, 0.000, 0.003, -0.022, 0.001, 0.001, 0.074, 0.003, -0.026, 0.073, 0.872, 0.019, 0.003, 0.006, 0.129, 0.111, -0.004, -0.093, 0.090, 0.073, 0.061, 0.149, 0.107, 0.000, -0.034, 0.000, 0.035, 0.013, 0.538],
  "total_energy_ev": -169727.02035,
  "multiplicity": 6,
  "lumo_ev": [-5.1, -9.1],
  "gap_ev": [8.40, 5.61],
  "charge": 2,
  "de_lowest_kcal_mol": 0.0,
  "fmax_ev_per_a": 0.94
}

{
  "formula": "C6H12Cl2F6MgNO6S2",
  "method": "the ωB97M-V functional and the def2-TZVPD basis",
  "elements": ["O", "O", "H", "C", "H", "C", "Cl", "H", "Cl", "H", "H", "H", "H", "H", "F", "N", "C", "O", "C", "C", "F", "Mg", "O", "C", "S", "S", "F", "H", "O", "H", "F", "H", "H", "F", "F", "O"],
  "xyz": [[-1.577, 3.099, 0.007], [4.008, -1.870, -3.292], [-4.107, -2.063, 2.741], [1.259, -3.604, -2.282], [-2.669, -2.930, 2.266], [-1.493, 4.315, -0.785], [2.863, 3.127, 2.805], [-1.683, 6.377, -0.486], [2.733, -2.513, 3.491], [-2.218, -3.237, 4.825], [-1.160, 5.585, 0.987], [-2.310, 4.212, -1.499], [-2.527, 2.965, 0.035], [-0.558, 4.460, -1.325], [0.485, -4.224, -3.153], [1.989, -0.968, -1.611], [-3.099, -2.323, 3.063], [-2.221, -1.201, 3.311], [-3.172, -3.165, 4.304], [-1.816, 5.483, 0.123], [4.411, 1.581, -2.119], [0.899, 0.309, 1.556], [4.606, -1.023, -1.160], [3.787, 0.847, -3.065], [3.645, -0.937, -2.265], [1.119, -1.722, -2.704], [4.569, 0.850, -4.152], [-3.896, -2.682, 4.960], [1.508, -1.534, -4.091], [-2.852, 5.390, 0.448], [0.828, -3.843, -1.093], [-3.581, -4.170, 4.207], [-2.646, -0.695, 4.007], [2.493, -3.969, -2.385], [2.597, 1.321, -3.318], [-0.213, -1.249, -2.353]],
  "mulliken_charge": [-0.478, -0.566, 0.224, 0.724, 0.267, -0.329, -0.646, 0.313, -0.649, 0.313, 0.269, 0.246, 0.271, 0.325, -0.235, -0.336, -0.174, -0.486, -1.067, -0.901, -0.220, 1.224, -0.637, 0.675, 0.899, 0.886, -0.227, 0.316, -0.589, 0.287, -0.230, 0.335, 0.279, -0.200, -0.211, -0.672],
  "total_energy_ev": -88653.78133,
  "lumo_ev": -1.8,
  "gap_ev": 4.58,
  "charge": -1,
  "de_lowest_kcal_mol": 181.6,
  "fmax_ev_per_a": 4.34
}

{
  "formula": "C5H11O2",
  "method": "the ωB97M-V functional and the def2-TZVPD basis",
  "elements": ["H", "O", "C", "H", "H", "H", "H", "C", "H", "H", "H", "H", "C", "C", "H", "O", "C", "H"],
  "xyz": [[-0.914, 1.877, 1.142], [0.696, -2.415, 0.710], [0.079, -0.068, 0.932], [-1.996, 0.470, 0.994], [-1.687, 0.437, -1.417], [-1.218, -1.716, 0.390], [-0.822, 2.470, -2.508], [-0.747, 2.311, -1.439], [1.876, -1.955, 0.345], [-0.176, 3.073, -0.919], [3.423, -2.429, -0.148], [-0.079, -1.237, -0.827], [-1.075, 0.929, 0.625], [-1.206, 1.215, -0.843], [0.090, -0.235, 2.013], [2.893, -1.674, 0.075], [-0.144, -1.443, 0.280], [1.009, 0.389, 0.595]],
  "mulliken_charge": [0.354, -0.808, -0.361, 0.314, 0.303, 0.320, 0.255, -0.735, 0.481, 0.248, 0.206, 0.186, -0.744, -0.073, 0.211, -0.810, -0.690, 0.345],
  "total_energy_ev": -9457.89863,
  "lumo_ev": 3.8,
  "gap_ev": 7.22,
  "charge": -1,
  "de_lowest_kcal_mol": 49.1,
  "fmax_ev_per_a": 1.37
}